1.
Below is a structure of composition C15H32AlN7O6P in a non-equilibrium geometry, with properties calculated with ωB97M-V with the def2-TZVPD basis set.

Structure (XYZ):
```
62
Properties=species:S:1:pos:R:3:forces:R:3
O -2.68895 0.46543 -3.65126 1.92 0.69 0.11
H -3.28773 1.03842 -4.15294 0.15 -0.09 0.10
Al -0.11670 0.83000 -1.90761 2.05 -1.53 3.31
N 1.51763 -0.29750 -1.89544 0.13 -2.54 -0.44
N -0.84570 -0.97215 -1.77525 0.56 -2.02 -0.40
N 0.79865 2.06998 -0.63201 -0.28 2.60 1.84
N -1.53466 1.64598 -0.89256 -0.45 1.87 2.08
O 2.74839 0.08429 -1.59983 0.08 1.11 -0.23
O 2.09522 2.04879 -0.27571 -0.04 -0.22 -0.75
O -2.73687 1.07509 -0.94264 -0.75 0.69 -0.10
O -2.11260 -1.24282 -1.61410 -0.03 0.42 -0.13
C -0.00165 -2.00624 -2.07672 -2.41 1.28 0.11
C 1.35219 -1.64751 -2.01933 1.35 2.86 0.04
C 0.05857 2.97951 0.03560 3.79 -1.66 -1.79
C -1.31833 2.76724 -0.17457 -2.56 -1.71 -1.68
C 2.54722 -2.54651 -1.97578 -0.03 -0.36 -0.11
H 2.99159 -2.59564 -0.96967 -0.17 0.23 -0.25
H 3.34134 -2.21459 -2.65804 -0.29 0.17 0.23
H 2.28449 -3.56838 -2.25934 -0.10 0.15 0.07
C -0.56914 -3.31871 -2.44264 0.30 -0.84 0.02
H -1.27913 -3.20029 -3.27336 0.00 0.01 0.36
H -1.09321 -3.77573 -1.58884 0.01 0.11 -0.35
H 0.22529 -4.01028 -2.78030 -0.41 0.36 0.25
C 0.69200 3.97125 0.95049 -0.70 0.49 0.40
C -2.37272 3.69351 0.36183 -0.26 -0.65 -0.10
H 1.73645 4.17258 0.74010 0.03 -0.32 -0.24
H 0.62449 3.64790 1.99977 0.01 -0.05 -0.22
H 0.15557 4.93036 0.89570 0.01 -0.31 0.00
H -3.35443 3.24885 0.17674 0.12 0.18 0.14
H -2.32525 4.67210 -0.13596 0.12 -0.29 -0.05
H -2.24965 3.89098 1.43012 0.03 -0.18 -0.07
H 2.47467 1.20546 -0.83952 0.38 0.04 0.11
H -2.58531 0.08248 -1.30471 -0.07 -0.24 0.18
C -1.35997 1.09118 -3.71156 -2.44 -0.41 -1.96
H -0.58135 0.28712 -3.57778 -0.63 0.28 -0.95
H -1.31889 1.97151 -3.03092 0.12 -0.03 -0.39
H -1.26820 1.46350 -4.74554 0.82 0.02 0.60
O 1.72399 2.09365 -3.76711 -0.32 0.65 1.84
H 1.60887 3.00300 -3.38364 0.35 -1.02 -0.71
H 2.42268 1.70036 -3.18393 -0.40 0.13 -0.61
C -1.15474 -1.60925 3.87963 0.98 0.13 -0.76
N -0.68119 -2.54840 2.84089 -0.07 -0.25 -0.01
C 0.74272 -2.88405 3.06818 -0.51 1.27 0.03
N 1.59268 -1.67223 3.10949 0.23 -0.13 0.19
C 1.09415 -0.74305 4.14993 -0.69 -0.59 -0.92
N -0.32525 -0.38584 3.92883 -0.02 0.08 0.38
C -0.48964 0.43548 2.72862 -0.06 -0.10 -0.06
P 0.03879 -0.43890 1.16582 0.11 -0.20 -0.14
C -0.90067 -2.03337 1.48176 0.16 0.46 0.40
C 1.69845 -1.02755 1.79455 -0.31 0.11 0.24
H -1.07678 -2.11435 4.84615 -0.13 0.11 -0.08
H -2.19002 -1.32893 3.65841 0.13 -0.10 0.16
H 1.08322 -3.53184 2.25762 0.03 -0.06 0.16
H 0.81988 -3.38159 4.03829 0.05 -0.07 -0.16
H 1.69228 0.17251 4.12922 0.00 -0.16 0.13
H 1.17323 -1.24969 5.11767 0.04 0.19 -0.12
H -1.55045 0.71299 2.60905 0.26 -0.02 0.14
H 0.09626 1.36419 2.83535 -0.17 -0.24 0.02
H -0.58626 -2.78638 0.75218 -0.11 0.06 0.02
H -1.96183 -1.80654 1.32572 0.09 -0.25 0.01
H 2.35445 -0.14910 1.86196 0.02 -0.25 -0.02
H 2.13189 -1.72828 1.06894 -0.02 0.15 0.15
```
Forces are in eV/Å.

## Properties
- Charge: +1
- DFT total energy: -2008.87535 a.u.
- Strongest force on any atom: 4.51 eV/Å
- Gap between HOMO and LUMO (alpha / beta): 5.9 / 5.8 eV

These are the natural (NBO) partial charges, in e, on atoms 1 to 5: atom 1 (O): -0.672, atom 2 (H): 0.492, atom 3 (Al): 1.768, atom 4 (N): -0.298, atom 5 (N): -0.319

2.
Below is a structure of composition C15H32AuBF4N4O2PSe2 in a non-equilibrium geometry, with properties calculated with ωB97M-V with the def2-TZVPD basis set.

Structure (XYZ):
```
62
Properties=species:S:1:pos:R:3:forces:R:3
Au 0.72406 -0.46368 -0.30033 0.62 0.85 -0.80
O 4.38254 1.82439 -4.56102 0.00 -0.02 -0.01
C 4.39258 2.01594 -3.14224 0.05 -0.01 0.08
C 3.22079 1.28850 -2.45773 -0.06 -0.05 -0.08
C 1.90876 1.97035 -2.86396 0.04 0.01 -0.02
O 1.61976 1.88536 -4.25177 0.00 0.02 -0.01
C 3.26728 -0.18856 -2.86212 -0.05 -0.03 0.14
Se 1.88016 -1.46769 -2.25492 0.17 -0.21 -0.18
C 3.53499 1.44398 -0.94793 -0.10 0.10 0.07
Se 2.08160 1.83578 0.31240 -0.35 -0.37 -0.01
H 5.21824 2.12832 -4.92174 -0.01 0.03 0.00
H 4.31613 3.08764 -2.91620 0.02 -0.01 0.03
H 5.33445 1.64268 -2.72326 0.00 -0.04 -0.04
H 1.94882 3.02118 -2.54258 -0.01 0.00 0.01
H 1.07779 1.49819 -2.34477 0.00 -0.01 0.00
H 2.44695 1.96936 -4.74001 0.00 -0.01 0.00
H 4.22575 -0.59635 -2.53029 0.04 0.05 -0.05
H 3.23054 -0.27161 -3.94609 -0.01 0.02 0.00
H 4.23404 2.26961 -0.79435 0.02 -0.02 0.00
H 4.00838 0.53100 -0.59214 0.03 0.00 -0.03
F 0.24688 -6.17648 -1.29149 -0.03 0.02 0.01
B -0.60572 -5.06575 -1.36478 -0.04 0.07 0.08
F -1.36988 -4.97010 -0.16884 0.02 -0.06 0.02
F -1.48222 -5.19458 -2.45838 -0.02 0.01 0.01
F 0.14764 -3.87740 -1.49802 0.08 -0.34 0.06
C -2.09400 1.69689 3.81839 -0.07 -0.04 0.08
N -0.94318 2.23582 2.97912 0.10 -0.02 -0.05
C 0.39685 1.79313 3.58993 0.10 -0.14 0.01
N 0.41295 0.38692 3.80357 -0.30 0.19 -0.11
C -0.68666 0.00385 4.66978 0.08 0.00 0.04
N -1.97049 0.30653 4.06161 -0.02 -0.08 0.13
C -2.16338 -0.50907 2.85300 -0.22 -0.04 -0.35
P -1.08196 -0.06557 1.36045 -0.88 0.60 1.54
C -1.03435 1.77836 1.55831 -0.08 -0.10 -0.14
C 0.50679 -0.39334 2.56347 0.01 -0.32 -0.46
H -3.00745 1.90926 3.26274 0.00 0.04 0.02
H -2.08352 2.25241 4.75878 0.05 0.02 -0.01
H -0.98062 3.25525 2.99196 0.05 0.00 0.00
H 0.48928 2.32919 4.53616 -0.02 -0.01 0.01
H 1.18022 2.08970 2.88996 -0.02 0.04 -0.02
H -0.60428 0.54972 5.61438 0.05 -0.01 0.00
H -0.62848 -1.06419 4.87077 -0.03 0.00 -0.01
H -3.20126 -0.42522 2.52138 0.01 0.03 0.00
H -1.98493 -1.55165 3.12459 -0.07 -0.03 -0.06
H -1.94190 2.17138 1.09978 -0.08 -0.03 0.15
H -0.17055 2.17013 1.02189 -0.05 0.05 -0.07
H 1.42015 -0.11215 2.04947 0.07 0.01 0.11
H 0.54777 -1.45595 2.80393 -0.06 0.01 0.03
C -3.19911 -2.37751 -0.03079 0.08 0.15 0.10
C -2.68249 -1.13548 -0.76788 -0.42 -0.26 0.14
C -1.70305 -1.56795 -1.84880 0.02 0.21 0.01
C -3.85952 -0.41109 -1.43996 -0.04 0.05 0.12
N -2.14537 -0.15891 0.16618 1.48 -0.19 -0.33
H -3.63347 -3.09292 -0.72943 0.04 -0.04 0.02
H -3.95733 -2.09957 0.70887 -0.02 0.02 -0.01
H -2.37187 -2.88275 0.47352 -0.04 -0.07 -0.08
H -2.19683 -2.19197 -2.59620 -0.02 -0.04 0.03
H -0.90305 -2.17060 -1.41716 -0.08 0.01 -0.04
H -1.26966 -0.69795 -2.34428 -0.04 0.01 -0.03
H -4.35334 -1.08468 -2.14102 0.00 0.00 -0.01
H -3.50235 0.46660 -1.98018 0.01 -0.01 -0.02
H -4.58990 -0.08671 -0.69374 -0.01 0.00 -0.01
```
Forces are in eV/Å.

## Properties
- Charge: -1
- DFT total energy: -6664.65085 a.u.
- ΔE to the lowest compared entry with this formula, charge and spin: 55.3 kcal/mol
- Strongest force on any atom: 1.87 eV/Å
- Gap between HOMO and LUMO: 5.1 eV

These are the natural (NBO) partial charges, in e, on atoms 1 to 5: atom 1 (Au): 0.544, atom 2 (O): -0.750, atom 3 (C): -0.053, atom 4 (C): -0.154, atom 5 (C): -0.063

3.
Below is a structure of composition C15H32BF2N8O4P2STl, with properties calculated with ωB97M-V with the def2-TZVPD basis set.

Structure (XYZ):
```
66
Properties=species:S:1:pos:R:3:forces:R:3
Tl 0.91612 -0.64427 -0.08672 -0.07 0.34 0.06
N 4.00981 -0.75960 1.33807 0.01 -0.06 0.09
C 4.43807 -0.12847 0.24701 0.06 0.16 -0.11
N 5.64413 -0.49932 -0.23663 -0.08 -0.01 0.01
S 3.53897 1.06626 -0.53345 0.14 -0.01 0.08
H 4.49727 -1.54835 1.72734 -0.01 -0.01 -0.03
H 3.13502 -0.49325 1.76812 -0.03 0.02 0.00
H 6.25393 -1.10909 0.27900 0.03 0.02 0.00
H 6.01235 0.02700 -1.00747 0.00 -0.03 -0.01
C -4.16808 0.08103 1.47593 0.07 0.03 0.04
O -3.79333 -0.36652 0.17342 -0.08 0.00 -0.01
P -2.20323 -0.66775 -0.10159 -0.09 -0.20 -0.14
O -2.06374 -2.23323 0.29519 -0.09 0.02 0.14
C -2.98354 -3.22449 -0.16427 0.02 0.00 -0.08
O -2.35900 -0.87173 -1.71375 -0.04 -0.06 0.00
C -2.32465 0.28105 -2.54485 -0.01 0.06 0.06
H -5.25057 0.00520 1.54102 -0.01 -0.01 0.00
H -3.87351 1.12076 1.63053 0.03 0.00 0.00
H -3.71783 -0.53278 2.25871 -0.01 -0.01 0.00
H -3.12673 -3.94052 0.64413 0.00 -0.01 0.01
H -2.56806 -3.73506 -1.03362 0.01 0.02 -0.01
H -3.94257 -2.78251 -0.43176 -0.01 0.00 0.02
H -1.44237 0.89099 -2.32972 0.02 -0.01 0.01
H -3.22631 0.88353 -2.41270 -0.01 0.00 0.00
H -2.27387 -0.06460 -3.57442 0.00 0.00 -0.02
F -0.32780 0.36513 3.02824 0.00 -0.04 -0.04
B 0.83768 0.06062 2.41249 -0.10 0.07 -0.15
F 1.87184 0.23465 3.28291 0.04 -0.09 -0.05
C -0.49719 5.18970 1.36228 0.02 -0.10 -0.08
N 0.87599 4.72849 1.19988 0.07 0.05 0.08
C 1.40600 5.26761 -0.04811 -0.10 -0.10 -0.01
N 0.59786 4.93074 -1.22000 0.05 0.04 -0.09
C -0.77598 5.36705 -0.98766 0.04 -0.08 0.05
N -1.36973 4.84275 0.24082 -0.09 0.04 0.02
C -1.57831 3.39605 0.15722 0.13 -0.09 -0.08
P -0.01214 2.41409 -0.13009 0.23 0.40 0.14
C 0.95720 3.26619 1.22885 -0.10 -0.01 -0.14
C 0.65742 3.49590 -1.50400 -0.12 -0.10 0.16
H -0.48487 6.27817 1.45410 0.00 0.02 0.01
H -0.91097 4.76405 2.27837 0.00 0.01 0.01
H 2.41896 4.88955 -0.19744 0.01 0.01 0.00
H 1.44380 6.35619 0.03650 -0.01 0.01 0.01
H -1.39245 5.06070 -1.83565 -0.01 0.02 -0.01
H -0.78157 6.45770 -0.92792 0.01 0.01 0.01
H -2.28932 3.18545 -0.64704 -0.03 -0.01 0.02
H -2.02132 3.04246 1.09202 -0.05 0.00 -0.01
H 1.99975 2.95680 1.13461 0.01 -0.02 0.06
H 0.58574 2.90557 2.19052 0.03 0.00 0.03
H 0.10552 3.29204 -2.42579 0.02 -0.01 -0.02
H 1.69694 3.20376 -1.67058 0.01 0.02 -0.07
C 0.18755 -5.54512 1.97068 -0.03 0.05 -0.04
N 0.42875 -5.10309 0.60093 -0.06 0.04 0.07
C -0.12553 -5.76615 -0.43842 -0.01 -0.05 0.01
C 0.02836 -5.35579 -1.71405 -0.02 -0.04 -0.13
C 0.83589 -4.19102 -1.90602 -0.06 0.06 0.19
N 1.36619 -3.53494 -0.90525 0.21 -0.20 -0.06
C 1.15179 -3.91012 0.38293 -0.02 -0.04 0.00
O 1.54918 -3.26039 1.33792 0.08 -0.09 0.05
N 1.10142 -3.72500 -3.14886 -0.01 -0.01 -0.02
H 0.39272 -6.61073 2.05791 0.00 -0.02 -0.01
H -0.84310 -5.34362 2.26411 -0.01 0.01 -0.01
H 0.84718 -4.98304 2.62194 0.03 -0.01 0.00
H -0.69993 -6.64762 -0.18294 0.00 0.01 0.01
H -0.41682 -5.89479 -2.53664 0.01 0.00 0.02
H 0.54759 -4.03110 -3.92777 0.00 0.00 0.01
H 1.50744 -2.80317 -3.18858 -0.01 0.00 -0.02
```
Forces are in eV/Å.

## Properties
- DFT total energy: -2807.89960 a.u.
- ΔE to the lowest compared entry with this formula, charge and spin: 5.7 kcal/mol
- Strongest force on any atom: 0.48 eV/Å
- Gap between HOMO and LUMO: 6.5 eV

These are the natural (NBO) partial charges, in e, on atoms 1 to 5: atom 1 (Tl): 0.158, atom 2 (N): -0.775, atom 3 (C): 0.319, atom 4 (N): -0.793, atom 5 (S): -0.304